Arrangement 1

2 unconnected molecules or ions with the total composition F2O2S. Source: OMol25; level of theory: wB97M-V/def2-TZVPD.

Each line ends with the Mulliken charge.
Positions of all 5 atoms, in Å:
O -1.01 0.34 0.62  -0.303
O 1.47 -0.72 0.10  -0.252
F 0.35 1.75 0.78  -0.133
F -0.72 -0.77 -1.55  -0.189
S -0.54 -0.89 0.07  0.877

For the HOMO-LUMO gap (spin up / spin down), the calculation gives 9.237 / 9.143 eV. Its spin multiplicity is 1. The total charge is 0.

Arrangement 2

A molecular structure, F2O2S. Source: OMol25; level of theory: wB97M-V/def2-TZVPD.

Each line ends with the Mulliken charge.
Positions of all 5 atoms, in Å:
O -0.22 -1.52 -0.45  -0.223
O 0.87 0.57 0.44  -0.039
F 2.34 0.46 -0.23  -0.098
F -2.62 0.87 -0.14  -0.604
S -0.37 -0.38 0.37  0.964

For the HOMO-LUMO gap (spin up / spin down), the calculation gives 5.667 / 5.752 eV. Its spin multiplicity is 1. The total charge is 0.

Short version: arrangement 1 is the most stable of them.

Arrangement 1

2 unconnected molecules or ions with the total composition C4H10NO. Source: OMol25; level of theory: wB97M-V/def2-TZVPD.

Each line ends with the Mulliken charge.
Positions of all 16 atoms, in Å:
C 1.05 1.36 -0.57  -1.432
C 0.84 -0.07 -0.30  0.918
C 2.04 -0.80 0.22  -1.054
C -3.11 -0.25 0.66  -0.060
N -0.32 -0.65 -0.34  -0.236
O -2.79 0.41 -0.28  -0.491
H 0.33 1.74 -1.24  0.450
H 2.03 1.83 -0.91  0.355
H 2.64 -0.98 -0.70  0.327
H 1.93 -1.71 0.87  0.390
H 2.59 -0.01 0.77  0.326
H -3.70 0.30 1.36  0.284
H -2.78 -1.23 0.97  0.240
H -1.13 -0.07 -0.65  0.295
H -0.37 -1.62 -0.20  0.234
H 0.75 1.73 0.33  0.455

For the HOMO-LUMO gap, the calculation gives 10.502 eV. Its spin multiplicity is 1. The total charge is +1.

Arrangement 2

2 unconnected molecules or ions with the total composition C4H10NO. Source: OMol25; level of theory: wB97M-V/def2-TZVPD.

Each line ends with the Mulliken charge.
Positions of all 16 atoms, in Å:
C -0.89 1.11 -3.04  -0.516
C 0.28 -0.87 2.57  -1.136
C 0.12 1.04 -2.21  -0.146
C 0.53 -0.13 1.22  -0.073
N -0.48 -0.62 0.39  -0.070
O -0.23 -1.80 -0.10  -0.097
H -1.02 -2.16 -0.55  0.436
H -0.83 1.65 -3.98  0.272
H -1.85 0.65 -2.85  0.216
H 0.59 -1.91 2.48  0.375
H 0.88 -0.36 3.32  0.341
H -0.77 -0.82 2.87  0.382
H 1.09 1.48 -2.35  0.284
H -0.04 0.53 -1.23  0.011
H 1.54 -0.37 0.89  0.333
H 0.37 0.94 1.36  0.388

For the HOMO-LUMO gap, the calculation gives 6.083 eV. Its spin multiplicity is 1. The total charge is +1.

Arrangement 3

A gas-phase ion, C4H10NO (charge +1). Source: OMol25; level of theory: wB97M-V/def2-TZVPD.

Each line ends with the Mulliken charge.
Positions of all 16 atoms, in Å:
C -0.97 1.25 0.47  -0.703
C 0.00 0.41 -0.35  -0.469
C -0.26 -1.07 -0.08  -0.707
C 0.90 -1.95 -0.52  -0.135
O 1.79 -2.21 0.25  -0.420
N -0.91 2.71 0.16  -0.261
H -1.99 0.91 0.31  0.359
H -0.79 1.10 1.52  0.345
H -0.09 0.60 -1.43  0.389
H 1.04 0.69 -0.12  0.387
H -0.33 -1.24 0.99  0.387
H -1.20 -1.40 -0.54  0.376
H 0.88 -2.32 -1.56  0.359
H -0.13 3.22 0.57  0.369
H -1.78 3.17 0.42  0.363
H -0.83 2.87 -0.85  0.362

The SMILES is [NH3+]CCCC=O. For the HOMO-LUMO gap, the calculation gives 9.120 eV. Its spin multiplicity is 1. The total charge is +1.

Short version: arrangement 3 is the most stable of them.

Arrangement 1

2 unconnected molecules or ions with the total composition C4H10NO. Source: OMol25; level of theory: wB97M-V/def2-TZVPD.

Each line ends with the Mulliken charge.
Positions of all 16 atoms, in Å:
C 0.69 0.29 -0.43  0.228
C -0.42 -0.38 0.35  -0.034
C 2.11 -0.39 -0.50  -1.337
C -2.66 0.18 -0.41  -0.662
N 0.33 1.00 0.82  -0.298
O -0.54 -1.53 0.99  -0.366
H 0.54 0.92 -1.23  0.428
H 2.39 -0.90 0.39  0.409
H 2.87 0.29 -0.88  0.361
H 2.01 -1.16 -1.27  0.358
H -3.00 -0.63 0.17  0.308
H -2.36 0.05 -1.44  0.337
H -2.88 1.12 0.09  0.322
H 0.88 1.14 1.69  0.286
H -0.27 1.92 0.76  0.330
H 0.29 -1.94 0.90  0.330

For the HOMO-LUMO gap (spin up / spin down), the calculation gives 9.399 / 9.400 eV. Its spin multiplicity is 1. The total charge is +1.

Arrangement 2

2 unconnected molecules or ions with the total composition C4H10NO. Source: OMol25; level of theory: wB97M-V/def2-TZVPD.

Each line ends with the Mulliken charge.
Positions of all 16 atoms, in Å:
C -0.59 -0.14 -1.18  -0.278
C -0.63 0.22 0.26  0.818
C -0.99 1.54 1.00  -1.169
C -1.19 -1.00 0.93  -1.367
N 0.55 -0.05 -0.57  -0.041
O 2.67 -0.64 -1.54  -0.710
H -0.75 -0.64 -2.16  0.378
H -1.99 1.57 1.27  0.381
H -0.56 2.51 0.52  0.319
H -0.31 1.44 1.90  0.342
H -1.80 -1.60 0.26  0.417
H -1.89 -0.72 1.71  0.362
H -0.38 -1.55 1.34  0.371
H 1.52 -0.21 -0.80  0.429
H 3.41 -0.86 -0.92  0.375
H 2.94 0.15 -2.03  0.373

For the HOMO-LUMO gap, the calculation gives 11.017 eV. Its spin multiplicity is 1. The total charge is +1.

Arrangement 3

A molecular structure, C4H10NO. Source: OMol25; level of theory: wB97M-V/def2-TZVPD.

Each line ends with the Mulliken charge.
Positions of all 16 atoms, in Å:
C 4.51 -1.13 -0.38  -0.104
C 3.80 -0.69 0.79  0.099
C 2.51 -0.02 0.66  -0.672
C 2.66 1.52 0.45  -0.422
O 2.02 1.59 -1.15  -0.448
N 4.06 -1.09 -1.58  -0.377
H 5.47 -1.62 -0.24  0.414
H -22.18 -1.01 -0.59  0.000
H -22.31 -1.67 -0.29  0.000
H 4.25 -0.95 1.75  0.400
H 2.46 2.10 1.35  0.377
H 2.08 -0.35 -0.28  0.342
H 1.80 2.14 -0.31  0.215
H 3.42 -0.31 -1.77  0.348
H 1.78 -0.28 1.44  0.450
H 3.67 1.76 0.13  0.380

For the HOMO-LUMO gap, the calculation gives 6.578 eV. Its spin multiplicity is 1. The total charge is +1.

Arrangement 4

2 unconnected molecules or ions with the total composition C4H10NO. Source: OMol25; level of theory: wB97M-V/def2-TZVPD.

Each line ends with the Mulliken charge.
Positions of all 16 atoms, in Å:
O -1.38 0.12 0.80  -0.325
C -0.18 0.15 0.83  -0.047
C 0.58 -0.16 -0.41  0.158
C 1.98 -0.29 -0.45  -0.376
C 2.24 -1.84 -0.37  -1.032
N -3.78 2.19 0.31  -0.649
H 0.36 0.43 1.74  0.368
H -0.01 -0.16 -1.33  0.409
H 2.43 0.26 0.37  0.362
H 2.34 0.19 -1.36  0.320
H 3.31 -1.98 -0.32  0.328
H 1.92 -2.20 0.61  0.389
H 1.77 -2.38 -1.19  0.402
H -4.28 2.18 -0.56  0.237
H -2.95 1.63 0.26  0.219
H -4.37 1.85 1.06  0.238

For the HOMO-LUMO gap, the calculation gives 3.791 eV. Its spin multiplicity is 1. The total charge is +1.

Short version: arrangement 2 is the most stable of them.

Arrangement 1

2 unconnected molecules or ions with the total composition C4H10NO. Source: OMol25; level of theory: wB97M-V/def2-TZVPD.

Each line ends with the Mulliken charge.
Positions of all 16 atoms, in Å:
C 2.85 -2.32 0.16  -0.113
C -0.82 0.82 -0.30  0.747
C -1.51 1.39 -1.53  -1.118
C -1.52 1.09 0.98  -0.963
N 1.61 -2.26 0.28  -0.096
O 0.14 0.10 -0.36  -0.640
H 3.57 -3.07 0.51  0.292
H 3.30 -1.73 -0.58  0.288
H -0.80 1.44 -2.47  0.286
H -2.11 2.29 -1.39  0.377
H -2.41 0.74 -1.90  0.308
H -1.29 2.07 1.35  0.297
H -1.35 0.25 1.71  0.288
H -2.59 1.00 0.77  0.347
H 1.10 -1.32 0.29  0.397
H 1.15 -3.00 0.81  0.303

For the HOMO-LUMO gap, the calculation gives 8.458 eV. Its spin multiplicity is 1. The total charge is +1.

Arrangement 2

A gas-phase ion, C4H10NO (charge +1). Source: OMol25; level of theory: wB97M-V/def2-TZVPD.

Each line ends with the Mulliken charge.
Positions of all 16 atoms, in Å:
C -0.57 -0.23 -0.40  0.105
C 0.30 0.65 0.52  -0.568
C 0.40 -0.90 0.47  0.029
C -2.12 -0.19 -0.02  -1.247
N 1.51 1.23 -0.15  -0.238
O 1.57 -1.35 -0.13  -0.589
H -0.37 -0.27 -1.53  0.390
H -0.17 1.26 1.39  0.357
H 0.03 -1.55 1.31  0.372
H -2.57 0.85 -0.14  0.328
H -2.42 -0.57 0.94  0.369
H -2.56 -0.69 -1.01  0.300
H 1.18 1.74 -0.96  0.344
H 2.03 0.45 -0.52  0.320
H 2.06 1.86 0.51  0.372
H 1.71 -2.29 -0.29  0.357

The SMILES is C[C@H]1[C@H]([NH3+])[C@@H]1O. For the HOMO-LUMO gap, the calculation gives 11.195 eV. Its spin multiplicity is 1. The total charge is +1.

Arrangement 3

A gas-phase ion, C4H10NO (charge +1). Source: OMol25; level of theory: wB97M-V/def2-TZVPD.

Each line ends with the Mulliken charge.
Positions of all 16 atoms, in Å:
C -0.95 0.07 1.38  -0.336
C 0.35 0.35 0.65  -0.033
C 0.80 -0.48 -0.50  -0.425
C 1.16 0.39 -1.75  -0.365
O -0.06 1.10 -1.94  -0.384
N -1.21 -1.24 1.98  -0.422
H -1.86 0.07 0.71  0.245
H -1.07 0.69 2.36  0.307
H -0.18 1.24 -0.98  0.335
H 1.08 0.73 1.37  0.341
H 0.11 -1.31 -0.75  0.311
H 1.70 -0.97 -0.20  0.399
H 1.43 -0.14 -2.71  0.358
H -0.71 -2.13 1.78  0.187
H 1.97 1.16 -1.36  0.273
H -1.69 -1.39 2.84  0.209

For the HOMO-LUMO gap, the calculation gives 5.374 eV. Its spin multiplicity is 1. The total charge is +1.

Arrangement 4

A gas-phase ion, C4H10NO (charge +1). Source: OMol25; level of theory: wB97M-V/def2-TZVPD.

Each line ends with the Mulliken charge.
Positions of all 16 atoms, in Å:
C -1.63 1.46 -0.17  -0.855
C -1.34 -0.02 0.09  -0.333
C 0.98 0.81 0.32  -0.096
C 0.61 -1.70 -0.12  -0.806
N 0.16 -0.19 -0.36  -0.257
O 2.20 0.83 -0.17  -0.418
H -0.95 1.90 -0.79  0.449
H -2.27 1.90 0.49  0.355
H -1.39 -0.33 1.09  0.427
H -1.93 -0.80 -0.50  0.347
H 0.69 0.72 1.40  0.313
H 0.39 -2.02 0.88  0.382
H -0.07 -2.35 -0.64  0.370
H 1.69 -1.81 -0.22  0.323
H 0.17 -0.06 -1.43  0.394
H 2.69 1.66 0.10  0.404

For the HOMO-LUMO gap (spin up / spin down), the calculation gives 8.808 / 8.969 eV. Its spin multiplicity is 1. The total charge is +1.

Short version: arrangement 1 is the most stable of them.